ORCA calculation (wB97M-V/def2-TZVPD) on a structure of composition C33H37CuI2N5O4S2Si in a non-equilibrium geometry.

Computed properties:
- E_LUMO: 1.205 eV
- ΔE to the lowest compared entry with this formula, charge and spin: 32.2 kcal/mol
- HOMO level: -3.53 eV
- Strongest force on any atom: 2.09 eV/A
- Kohn-Sham gap: 0.174 Ha
- E_tot: -5176.545943 hartree

```
! wB97M-V def2-TZVPD RIJCOSX def2/J DEFGRID3
* xyz -1 1
O -2.396 1.159 0.550
N 1.457 0.594 -7.438
C -2.238 0.181 5.257
S 0.697 1.042 1.226
H -0.011 2.500 3.996
C 0.028 -0.234 4.283
C -2.922 2.453 0.423
H -4.090 -0.289 0.983
H -4.122 3.834 1.571
C 1.433 -0.061 -3.795
H -1.490 -3.671 1.236
H -2.791 -0.956 -0.991
C 1.771 -2.250 -3.225
C -2.639 -1.867 0.939
H -0.171 2.046 5.706
H 7.056 -1.824 1.299
H -0.272 -1.190 3.862
C -3.770 2.808 1.648
H -4.631 2.146 1.719
H 0.172 -2.630 0.030
H 1.971 -1.927 -6.586
H -1.180 3.483 1.141
C -0.687 2.113 4.753
H 1.842 -2.985 -2.433
S 1.345 2.098 -8.075
H -1.531 2.793 4.849
C 1.953 -2.637 -4.557
I 6.120 -4.487 2.498
C 4.118 -0.711 -0.050
C -1.161 0.726 4.309
H 0.809 0.177 3.652
N 2.014 -1.774 0.022
H -4.574 1.634 -0.696
C -2.754 -1.964 -0.586
H 3.318 -4.876 1.886
H 0.412 -0.384 5.289
H -1.887 -2.466 -1.008
H 0.949 -4.702 1.209
H -3.215 2.148 -1.695
H -3.802 -1.029 2.554
H 2.193 -3.661 -4.794
N 1.522 -1.018 -2.858
H -3.657 -2.504 -0.863
O 3.639 0.253 -0.709
C 1.337 2.058 -5.670
C 1.237 3.875 -2.421
C -2.432 -3.247 1.573
C 1.444 0.704 -6.114
H -4.303 3.359 -0.985
O -1.481 -1.124 1.256
C 3.850 -2.944 1.076
H -2.606 -0.768 4.874
C 1.554 -0.367 -5.178
H 1.248 4.869 -2.000
H -3.245 -3.917 1.312
H 1.134 2.867 -0.505
C 1.265 3.680 -3.787
C 1.199 -2.754 0.330
C 6.006 -1.837 1.041
C 1.836 -1.685 -5.543
C 1.184 2.764 -1.582
C 3.308 -1.834 0.366
Si -1.286 0.473 1.529
H -3.169 2.691 2.543
C -1.808 3.482 0.255
H 1.272 4.502 -4.488
C 5.466 -0.787 0.329
H -4.765 -1.891 1.338
C 1.641 -3.900 0.999
C -3.814 2.403 -0.824
C 1.294 2.373 -4.276
N 1.176 1.524 -2.030
I 6.659 0.854 -0.241
C 1.282 1.297 -3.353
C 5.211 -2.901 1.408
H -2.232 4.471 0.103
N 1.280 2.929 -6.667
H -2.386 -3.142 2.654
C 2.956 -3.995 1.372
H -1.186 3.217 -0.595
H -3.073 0.874 5.320
Cu 1.636 0.072 -0.746
H -1.829 0.026 6.252
C -3.914 -1.230 1.493
O -1.773 0.862 3.045
*
```